Record 1
ORCA calculation (ωB97M-V/def2-TZVPD) on C30H26AsBCl2F2N4NaOS as an isolated structure.

Last column: Löwdin charge in e.
Element x y z (Å)
Na: -0.51446 0.73706 -0.50271  0.05
Cl: 4.11164 0.95256 0.78039  0.67
C: 2.89484 1.00846 2.00339  -0.61
C: 3.28864 1.14376 3.32279  -0.15
C: 2.34384 1.16976 4.32069  -0.63
Cl: 2.86834 1.33826 5.97329  0.64
C: 0.97774 1.04726 4.02509  -0.19
C: -0.04816 1.02676 4.99059  -0.04
C: -1.34686 0.87246 4.58839  -0.06
C: -1.62146 0.74706 3.21929  -0.15
N: -0.69406 0.76356 2.29679  0.10
C: 0.58454 0.91156 2.66009  -0.18
C: 1.55504 0.88226 1.58359  -0.45
O: 1.20564 0.71936 0.38199  -0.16
H: 4.33804 1.21816 3.56319  0.10
H: 0.20234 1.12336 6.03749  0.08
H: -2.14986 0.84726 5.30969  0.10
H: -2.63656 0.62216 2.86889  0.11
N: -1.05496 2.74886 -3.62041  0.13
C: -1.08126 1.84586 -4.68921  -0.26
C: -1.02566 2.37016 -5.97951  -0.06
C: -1.03416 1.55196 -7.09061  -0.13
C: -1.15086 0.17416 -6.92041  -0.12
C: -1.19376 -0.35624 -5.65541  -0.14
C: -1.09436 0.44706 -4.50691  -0.62
S: -0.86076 -0.33534 -3.00631  0.75
N: -2.37776 1.58736 -2.12921  0.17
C: -1.64256 2.60716 -2.40491  -0.31
C: -1.30856 3.58166 -1.36521  -0.17
C: -1.00166 4.92386 -1.64041  -0.01
C: -0.65756 5.75456 -0.59591  -0.07
C: -0.64726 5.24456 0.69779  -0.05
C: -1.04166 3.92616 0.87889  -0.11
N: -1.35546 3.11916 -0.11061  0.14
H: -0.57126 3.61586 -3.80311  0.13
H: -0.98576 3.44616 -6.10541  0.10
H: -0.97666 1.98466 -8.07961  0.08
H: -1.20206 -0.47414 -7.78471  0.09
H: -1.24656 -1.42374 -5.50441  0.09
H: -1.05616 5.30116 -2.65191  0.11
H: -0.40106 6.78786 -0.78181  0.10
H: -0.34546 5.84946 1.53779  0.10
H: -1.12126 3.49526 1.86829  0.11
C: -1.61716 -3.50604 0.52209  -0.31
As: -0.50556 -1.86384 0.44819  1.22
C: 0.64694 -2.48584 -0.99121  -0.34
C: 0.67544 -2.30654 2.01649  -0.30
C: 1.41954 -3.58094 1.95559  -0.31
C: 0.94254 -4.73564 2.57519  -0.06
C: 1.66244 -5.91534 2.52719  -0.10
C: 2.87044 -5.96904 1.85389  -0.11
C: 3.35684 -4.82964 1.23269  -0.09
C: 2.64424 -3.64764 1.28989  -0.06
H: -0.99636 -4.40464 0.54529  0.01
H: -2.24606 -3.52564 -0.36971  0.02
H: -2.26496 -3.48534 1.40239  0.01
H: 1.03204 -3.48784 -0.79381  0.02
H: 1.47184 -1.78714 -1.11281  0.03
H: 0.06954 -2.49184 -1.91371  -0.04
H: 0.02234 -2.26924 2.89639  0.08
H: 1.37494 -1.47284 2.07849  0.06
H: 0.00724 -4.69514 3.11949  0.11
H: 1.28474 -6.79494 3.03109  0.09
H: 3.43204 -6.89224 1.81889  0.09
H: 4.30384 -4.86014 0.71249  0.10
H: 3.03904 -2.74904 0.83219  0.12
F: -4.64236 1.75866 -1.43501  0.19
B: -3.44816 1.13106 -1.43821  -0.87
F: -3.46006 -0.03754 -0.78331  0.18

Cartesian forces, eV/Å:
-1.762 0.296 -0.793
0.320 -0.020 -0.275
-0.202 -0.041 -0.298
-0.376 0.021 0.465
0.447 0.010 -0.106
0.066 0.025 0.237
-0.191 -0.041 -0.266
-0.177 -0.018 -0.011
0.169 0.039 0.162
-0.097 -0.040 -0.085
-0.536 0.223 -0.170
0.475 0.121 0.545
0.448 0.104 -0.147
1.674 0.079 0.853
0.073 0.024 0.025
0.020 0.006 0.027
-0.089 -0.007 0.040
-0.193 -0.019 -0.017
0.222 0.513 0.241
-0.255 -0.499 -0.440
0.008 0.081 -0.156
-0.026 0.255 -0.025
-0.058 -0.034 -0.082
-0.091 0.124 -0.320
0.090 0.136 0.399
0.685 -0.903 0.075
0.725 1.934 -0.738
-1.110 -1.652 -0.345
0.287 1.104 0.646
-0.106 -0.571 -0.087
0.055 -0.047 0.366
-0.061 0.039 -0.271
0.117 0.379 0.426
-0.044 -0.305 -0.663
0.019 -0.183 0.132
0.020 0.098 -0.013
-0.015 0.030 -0.052
0.032 -0.061 -0.050
-0.002 -0.086 0.034
0.051 0.038 -0.039
0.022 0.063 -0.010
-0.055 0.059 0.097
0.148 -0.026 0.122
0.050 0.171 0.022
-0.103 -1.202 0.223
0.176 -0.244 -0.028
-0.346 0.491 -0.042
0.097 -0.242 0.057
-0.023 0.167 -0.051
-0.013 -0.148 0.065
0.055 -0.135 -0.039
0.105 -0.035 -0.003
-0.064 0.095 0.059
-0.021 0.060 0.011
0.030 0.021 0.033
0.047 0.002 -0.060
-0.004 0.037 0.032
0.058 0.049 -0.038
-0.004 0.024 0.017
0.081 0.046 -0.107
-0.049 -0.052 0.046
-0.059 0.008 -0.004
-0.031 -0.061 0.008
0.040 -0.051 -0.008
0.072 0.002 -0.040
0.006 0.019 -0.056
-0.223 0.223 0.013
-0.704 -0.282 0.214
0.100 -0.212 0.249

energy relative to the best compared isomer or geometry (same formula, charge and spin) = 0.0 kJ/mol
E = -146794.60529 eV
net charge = -1
spin multiplicity = 1
HOMO energy = -3.8 eV

***

Record 2
ORCA calculation (ωB97M-V/def2-TZVPD) on C30H26BiCl2N11O4S4 as an isolated structure.

Last column: Löwdin charge in e.
Element x y z (Å)
Bi: 1.04679 0.04778 1.99682  1.25
Cl: 0.22267 3.88416 3.89240  0.51
C: 0.69648 3.50822 5.56420  -1.01
Cl: 2.35484 2.91883 5.68279  0.52
H: 0.02823 2.73716 5.92739  0.00
H: 0.62341 4.42344 6.13843  0.02
C: -0.80743 5.06281 -0.63753  -0.07
N: -0.97014 3.94275 0.25791  -0.14
C: -0.22368 2.83780 0.36822  -0.18
N: -0.79187 2.00158 1.21380  -0.04
C: -1.90980 2.66514 1.61044  -0.25
N: -2.05701 3.83815 1.04391  0.13
C: -1.26991 4.75685 -2.04998  -0.18
C: -1.18797 5.74880 -3.02195  -0.03
C: -1.61140 5.50165 -4.31817  -0.06
C: -2.11908 4.26248 -4.66893  -0.01
C: -2.20134 3.26527 -3.70281  -0.13
C: -1.78034 3.51702 -2.39724  0.04
C: -2.72112 1.95138 -4.04787  -0.28
N: -3.14210 1.53437 -5.19821  0.12
N: -3.52442 0.23265 -5.03822  0.11
C: -3.31457 -0.07592 -3.79809  -0.28
O: -2.80317 0.97302 -3.10943  0.13
C: -3.59973 -1.34507 -3.14557  -0.13
C: -4.02189 -2.42277 -3.92388  -0.01
C: -4.34234 -3.62075 -3.31545  -0.05
C: -4.25098 -3.74948 -1.93641  -0.03
C: -3.83158 -2.68261 -1.15605  -0.20
C: -3.74625 -2.82684 0.34563  -0.07
N: -2.37842 -2.72551 0.82155  -0.12
C: -1.85919 -1.85905 1.70072  -0.15
N: -0.57855 -2.11747 1.87401  -0.05
C: -0.35902 -3.17823 1.05616  -0.20
N: -1.42649 -3.57708 0.40388  0.13
C: -3.49457 -1.47974 -1.76381  0.04
H: 0.24131 5.36259 -0.64463  0.14
H: -1.39993 5.87859 -0.22677  0.14
H: 0.69760 2.65853 -0.16529  0.14
H: -2.61511 2.27020 2.32195  0.11
H: -0.78736 6.72126 -2.75966  0.12
H: -1.54245 6.28506 -5.06092  0.11
H: -2.45786 4.05310 -5.67407  0.12
H: -1.86367 2.72367 -1.66735  0.11
H: -4.09261 -2.29652 -4.99524  0.12
H: -4.66799 -4.46150 -3.91284  0.11
H: -4.51039 -4.68734 -1.46100  0.12
H: -4.14305 -3.79537 0.64889  0.13
H: -4.31444 -2.03831 0.83867  0.13
H: -2.40788 -1.07241 2.19465  0.13
H: 0.60288 -3.65362 0.96229  0.10
H: -3.15765 -0.64038 -1.16584  0.13
O: 0.52537 -4.01611 7.60532  -0.05
C: 0.69324 -3.24747 6.70091  -1.02
S: 1.94156 -3.42866 5.45739  0.95
C: 1.52667 -2.00381 4.52200  -1.15
C: 0.50843 -1.25285 4.96974  -1.13
S: -0.13465 0.20868 4.24126  0.42
S: -0.28282 -1.78843 6.44324  0.95
S: 2.49889 -1.74529 3.08868  0.44
O: 4.13053 3.09720 1.69437  0.07
C: 3.31667 2.32389 2.06491  -0.54
N: 2.49701 1.55569 2.47106  -0.17
N: 2.59200 -0.62448 -0.26412  0.08
C: 3.57216 -1.22195 -0.08138  -0.33
N: 4.68243 -1.89541 0.13363  -0.09
C: 5.90176 -1.49591 -0.57687  -0.10
C: 5.95997 -2.25588 -1.89746  -0.18
O: 5.93083 -3.65238 -1.66820  -0.13
C: 4.76106 -4.06349 -0.97868  -0.18
C: 4.62353 -3.34510 0.35972  -0.12
H: 6.74972 -1.77822 0.04839  0.13
H: 5.90223 -0.41843 -0.73248  0.14
H: 6.88763 -2.04717 -2.42831  0.13
H: 5.10897 -1.95572 -2.52526  0.13
H: 4.85659 -5.13743 -0.82616  0.13
H: 3.87370 -3.86264 -1.59585  0.13
H: 5.45546 -3.60695 1.01515  0.14
H: 3.69163 -3.60000 0.85753  0.10

Cartesian forces, eV/Å:
-0.152 -0.395 -0.115
0.013 0.042 0.091
0.094 0.021 -0.044
-0.049 0.013 0.001
0.019 -0.028 -0.012
-0.050 -0.014 0.005
-0.065 0.079 -0.300
0.288 -0.134 0.085
-0.108 -0.007 0.044
-0.143 0.046 0.131
0.078 -0.012 -0.175
-0.277 0.075 0.053
-0.046 -0.061 -0.005
0.037 -0.011 0.073
0.022 0.062 -0.023
-0.066 -0.127 0.012
0.136 0.156 0.280
-0.040 -0.025 -0.092
-0.257 -0.446 -0.472
0.241 0.597 0.108
-0.105 -0.558 0.255
-0.030 0.379 -0.595
0.063 0.014 0.299
0.024 -0.076 0.325
0.023 0.050 -0.009
-0.011 -0.005 -0.033
-0.023 0.020 0.074
0.019 -0.009 0.048
0.010 -0.093 -0.261
0.022 0.259 0.289
0.036 -0.115 -0.053
-0.108 -0.039 -0.086
-0.139 0.060 0.053
0.047 -0.245 -0.121
-0.048 -0.004 -0.128
-0.007 -0.008 0.066
0.068 0.005 0.067
0.013 0.135 -0.027
0.013 0.037 0.044
-0.012 0.015 -0.020
-0.005 -0.008 -0.010
0.024 0.017 -0.015
-0.005 0.024 0.044
-0.019 -0.018 -0.007
0.004 0.009 -0.017
0.023 -0.013 -0.009
-0.039 0.047 0.041
0.011 -0.036 0.069
-0.070 -0.027 -0.035
-0.006 -0.018 -0.035
-0.013 0.006 0.004
0.010 0.015 0.012
0.009 0.064 -0.048
0.005 -0.018 -0.015
-0.146 -0.035 0.087
0.120 -0.197 -0.015
-0.215 0.178 0.229
-0.044 0.049 -0.033
0.266 -0.176 0.037
-0.111 -0.110 0.044
0.004 0.032 -0.069
0.491 0.610 0.051
0.436 -0.183 -0.060
-0.348 0.075 -0.191
0.229 0.000 0.309
-0.020 -0.040 -0.324
0.011 0.071 0.122
0.000 -0.044 0.082
0.011 0.083 0.064
-0.047 -0.125 -0.252
-0.001 0.081 0.028
0.001 -0.001 0.040
-0.017 0.017 -0.013
0.033 -0.011 -0.021
-0.051 -0.005 -0.023
0.020 -0.021 0.010
-0.023 0.037 0.026
-0.054 0.020 0.062

E = -130339.42039 eV
net charge = 0
spin multiplicity = 1
HOMO energy = -7.3 eV

***

Record 3
ORCA calculation (ωB97M-V/def2-TZVPD) on C30H26BrGeN3O2RhS as an isolated structure.

Last column: Löwdin charge in e.
Element x y z (Å)
Rh: 1.12342 -1.38478 -0.53491  0.75
Br: 3.27960 -1.50116 -3.06690  0.90
C: 4.03294 -1.41985 -1.35837  -0.71
C: 5.39652 -1.39946 -1.12564  -0.04
C: 5.83364 -1.41473 0.19538  0.02
C: 4.90920 -1.46468 1.23823  0.06
C: 3.57522 -1.46694 0.90787  -0.19
N: 3.15568 -1.42891 -0.36388  -0.09
C: 2.44858 -1.49974 1.90748  -0.54
O: 2.65317 -1.59399 3.08303  0.17
O: 1.23410 -1.40713 1.36926  -0.18
H: 6.08722 -1.38434 -1.95589  0.13
H: 6.89400 -1.39976 0.40802  0.14
H: 5.19681 -1.49687 2.27923  0.14
N: -0.69808 -4.64947 -0.54607  0.16
C: -0.99667 -3.50761 0.05545  -0.68
S: -0.98143 -2.04641 -0.93487  0.77
N: -1.27800 -3.47831 1.33764  0.11
C: -1.81957 -2.38451 2.10184  -0.25
C: -1.33248 -2.20742 3.38552  -0.02
C: -1.86551 -1.20334 4.17385  -0.04
C: -2.88807 -0.40150 3.68251  -0.05
C: -3.38346 -0.60966 2.40407  -0.05
C: -2.85003 -1.60459 1.60121  -0.04
H: -0.50369 -4.65698 -1.53452  0.12
H: -0.81424 -5.54193 -0.08691  0.14
H: -1.09704 -4.32235 1.86948  0.18
H: -0.53145 -2.83378 3.75830  0.13
H: -1.48653 -1.05283 5.17503  0.12
H: -3.31723 0.36927 4.30880  0.12
H: -4.20809 -0.01964 2.03576  0.11
H: -3.28569 -1.79908 0.62865  0.11
C: 2.44408 1.63393 0.48018  -0.19
Ge: 0.83150 1.21805 -0.51364  1.04
C: 1.03339 1.50895 -2.40198  -0.33
C: 0.51840 0.69109 -3.40973  -0.18
C: 0.67515 1.04239 -4.73982  -0.06
C: 1.33424 2.21880 -5.07444  -0.04
C: 1.84658 3.04099 -4.08228  -0.05
C: 1.70929 2.68101 -2.74758  -0.09
C: -0.75966 1.67770 0.42341  -0.24
C: -0.51970 2.32933 1.61710  -0.08
C: -1.56352 2.96772 2.31301  -0.04
C: -2.83304 2.90785 1.81921  0.00
C: -3.13383 2.19703 0.63109  -0.17
C: -4.46351 2.10788 0.15270  -0.02
C: -4.74804 1.43406 -1.00030  -0.05
C: -3.70664 0.83298 -1.73636  -0.05
C: -2.41366 0.90583 -1.29441  -0.09
C: -2.08505 1.57587 -0.09810  -0.19
H: 2.51200 2.71626 0.61497  0.05
H: 3.32125 1.32271 -0.08379  0.03
H: 2.42866 1.19257 1.47438  0.03
H: -0.01939 -0.22172 -3.17204  0.06
H: 0.27294 0.40623 -5.51755  0.12
H: 1.44505 2.49395 -6.11471  0.12
H: 2.35448 3.95931 -4.34304  0.12
H: 2.12942 3.33019 -1.98760  0.11
H: 0.48119 2.38375 2.02416  0.09
H: -1.34959 3.50736 3.22556  0.12
H: -3.64429 3.40019 2.34364  0.13
H: -5.25285 2.59175 0.71484  0.13
H: -5.76556 1.37353 -1.36097  0.12
H: -3.93397 0.32276 -2.66316  0.12
H: -1.62818 0.46221 -1.89140  0.04

Cartesian forces, eV/Å:
0.116 -0.185 -0.389
-0.065 0.072 -0.100
0.119 -0.078 0.007
0.036 -0.013 0.143
-0.116 -0.004 -0.081
0.008 -0.013 -0.126
-0.084 0.035 0.132
-0.035 0.070 -0.144
0.555 -0.120 0.336
-0.244 0.052 -0.152
-0.349 -0.007 0.229
0.018 -0.002 0.009
0.011 0.000 -0.005
0.016 -0.001 0.015
-0.008 -0.106 -0.079
0.032 0.084 0.272
0.122 0.075 -0.121
-0.011 0.045 -0.056
0.051 -0.016 -0.053
0.139 0.051 0.009
-0.025 0.042 0.026
0.015 -0.009 0.018
0.059 0.008 0.074
-0.142 -0.137 -0.054
0.034 0.005 0.022
0.000 0.005 -0.001
-0.122 -0.038 -0.020
0.017 0.013 0.010
-0.003 -0.005 0.008
0.007 -0.006 -0.002
-0.046 0.032 -0.037
0.035 -0.007 0.015
0.043 0.238 -0.022
-0.046 0.116 0.183
-0.088 -0.137 -0.086
-0.039 0.121 0.023
-0.009 -0.063 -0.025
0.002 -0.002 -0.034
-0.008 -0.061 0.059
0.112 -0.028 -0.081
0.079 -0.093 0.011
-0.180 -0.020 -0.060
0.084 -0.029 0.043
-0.119 -0.040 0.046
0.089 0.010 -0.131
0.030 0.031 0.004
0.002 -0.030 -0.007
0.001 0.004 0.036
-0.009 -0.004 -0.081
-0.127 0.223 0.216
-0.060 0.008 -0.055
0.023 -0.062 0.061
0.056 -0.076 -0.011
-0.016 -0.015 0.002
0.007 0.010 -0.003
-0.004 0.012 0.003
0.001 0.006 0.000
-0.009 0.000 0.027
0.012 0.020 0.025
-0.004 -0.010 -0.005
0.013 -0.004 -0.013
0.000 0.006 0.003
-0.004 0.000 -0.005
0.001 -0.001 -0.009
0.024 0.030 -0.017

energy relative to the best compared isomer or geometry (same formula, charge and spin) = 71.4 kJ/mol
E = -180485.22699 eV
net charge = +2
spin multiplicity = 2
⟨S²⟩ = 0.7592
HOMO energy (alpha / beta) = -13.4 / -13.4 eV

***

- Which of these has the highest net charge?
  C30H26BrGeN3O2RhS